56
Properties=species:S:1:pos:R:3:mulliken_charge:R:1 method="wB97M-V/def2-TZVPD" total_energy_ha=-4922.04677 de_lowest_kj_mol=146.6 fmax_ev_per_a=3.318 charge=+1 orbital_gap_ev=5.78 molar_mass_g_mol=781.4
I -4.15814 0.33131 -2.44185 0.0551
Sn -1.25528 0.16431 -1.38879 1.2733
Br 1.52334 -1.27407 -2.06140 -0.1783
Cl -0.47721 1.82818 -2.90566 -0.2969
O -2.88765 1.00595 2.63265 -0.7003
O -1.55119 -1.52017 2.13722 -0.1981
O -1.92225 1.38763 0.26052 -0.8488
N 0.23386 1.52963 1.10866 -0.1701
N 0.77021 0.81903 0.11805 0.2148
C -1.09668 -1.23551 1.15554 0.1565
C -1.64942 4.84612 3.48602 -0.7478
C 7.25663 1.29229 0.98774 -0.4485
C 2.03028 0.58173 0.06547 -0.5275
C -2.31538 -4.88264 -1.90824 -0.7844
C 2.66662 -0.30271 -0.85771 0.4070
C -1.01593 2.24468 0.78978 0.6145
C 6.20464 2.06741 0.52488 -0.6131
C -3.06032 -2.57264 -2.34551 0.3947
C -2.48965 4.15867 4.35268 -0.4350
C 5.10766 1.47194 -0.06903 -0.4168
C 3.98346 -0.57997 -0.93567 -0.8520
C -4.19871 -4.47144 -3.41484 -0.8495
C -5.08204 -3.62343 -4.01644 -0.7474
C -1.18651 4.22594 2.34031 -0.5022
C -5.02378 -2.24926 -3.74966 -0.4804
C -3.18649 -3.99158 -2.56268 0.9019
C -2.87438 2.86689 4.07108 -0.5668
C 7.21832 -0.08600 0.83825 -0.5354
C -4.04938 -1.74898 -2.92759 -0.0802
C -2.43544 2.24036 2.90130 0.3638
C 6.14290 -0.68432 0.21372 -0.4929
C -1.55550 2.91814 2.04317 0.1187
C -1.11989 -3.05114 -0.95306 -0.3241
C -1.31502 -4.43743 -1.09730 -1.1523
C 5.06551 0.08544 -0.23572 0.4080
C -1.97142 -2.20305 -1.56442 0.5439
H -2.46849 -5.93965 -2.06182 0.4107
H -0.75886 3.04100 0.06563 0.3292
H 6.11962 -1.75651 0.08497 0.4164
H 8.11009 1.76267 1.45060 0.3984
H 4.31047 2.08478 -0.46464 0.5969
H -0.65330 -5.11585 -0.58417 0.4238
H 8.03316 -0.69630 1.19664 0.3903
H -1.35612 5.86148 3.69947 0.4120
H 2.70279 1.03639 0.79361 0.6054
H 6.24260 3.14224 0.61642 0.3934
H -5.76139 -1.59526 -4.18780 0.4157
H -0.52726 4.76225 1.67304 0.4027
H -2.68232 0.83937 1.69112 0.3050
H 4.30000 -1.37204 -1.60390 0.4047
H -2.86963 4.64942 5.23451 0.3942
H 0.87223 2.06524 1.69424 0.3767
H -3.54135 2.32152 4.72067 0.4492
H -4.26319 -5.53677 -3.57332 0.4108
H -5.84899 -4.00316 -4.67062 0.4106
H -0.28580 -2.70213 -0.36609 0.5501



8
Properties=species:S:1:pos:R:3:mulliken_charge:R:1 method="wB97M-V/def2-TZVPD" total_energy_ha=-332.36163 de_lowest_kj_mol=252.6 fmax_ev_per_a=5.213 charge=0 orbital_gap_ev="9.08 / 9.08" molar_mass_g_mol=79.0
F -3.50152 -0.21009 0.18553 -0.2547
F 0.89030 -1.16194 -0.00677 -0.1701
N -1.33904 0.54491 -0.54678 -0.5691
C 0.74866 0.14384 -0.15185 -0.0220
C -2.10524 -0.35497 -0.14451 0.1385
H 1.12788 0.55502 -1.10399 0.2545
H 0.61488 0.67088 0.71795 0.3209
H -1.97048 -1.38925 -0.00859 0.3020